1.
Computed, not measured: a 4-piece molecular cluster, C46H49N3O10 overall in a non-equilibrium geometry, with the ωB97M-V functional and the def2-TZVPD basis.

The geometry in ORCA input format:
```
! RIJCOSX wB97M-V def2-TZVPD def2/J DEFGRID3
* xyz 0 1
C 2.443 -0.195 4.492
C 1.656 -0.530 3.197
C 0.162 -0.581 3.570
C 2.099 -1.938 2.781
C 2.040 0.552 2.156
C 1.080 0.834 0.984
C 1.915 1.612 -0.100
C 0.586 -0.450 0.313
C -0.075 1.763 1.355
C -1.232 1.804 0.567
C -2.305 2.628 0.889
C -2.269 3.450 2.014
O -3.410 4.153 2.271
C -3.384 5.092 3.319
C -3.620 4.438 4.695
O -4.279 3.209 4.517
C -3.911 2.180 5.414
C -2.927 1.219 4.752
C -3.561 0.261 3.783
C -3.579 -1.110 4.024
C -4.143 -2.005 3.121
C -4.728 -1.525 1.952
C -4.716 -0.149 1.708
C -4.139 0.745 2.600
C -5.344 0.392 0.468
O -5.248 1.553 0.170
C -6.110 -0.539 -0.377
C -6.121 -1.846 -0.122
C -5.347 -2.435 0.982
O -5.248 -3.639 1.063
C -1.123 3.443 2.797
C -0.048 2.614 2.456
H 1.962 -0.601 5.378
H 3.451 -0.605 4.431
H 2.540 0.879 4.630
H -0.310 0.396 3.635
H 0.076 -1.032 4.559
H -0.426 -1.212 2.910
H 3.122 -1.912 2.410
H 1.423 -2.396 2.068
H 2.121 -2.555 3.679
H 2.971 0.219 1.696
H 2.292 1.480 2.656
H 1.795 1.134 -1.069
H 1.604 2.648 -0.193
H 2.979 1.568 0.113
H -0.201 -0.956 0.864
H 0.161 -0.186 -0.651
H 1.421 -1.106 0.087
H -1.325 1.194 -0.318
H -3.193 2.630 0.273
H -2.486 5.708 3.328
H -4.213 5.765 3.124
H -4.266 5.106 5.272
H -2.693 4.340 5.264
H -4.823 1.680 5.735
H -3.437 2.562 6.321
H -2.217 1.826 4.189
H -2.359 0.652 5.488
H -3.142 -1.520 4.926
H -4.137 -3.069 3.299
H -4.124 1.805 2.403
H -6.659 -0.100 -1.195
H -6.698 -2.506 -0.751
H -1.042 4.060 3.678
H 0.806 2.642 3.115
O 3.498 -0.533 -3.483
N 4.220 -0.269 -2.542
O 3.941 -0.482 -1.379
C 5.518 0.360 -2.829
C 5.849 0.647 -4.141
C 7.065 1.257 -4.404
C 7.929 1.569 -3.364
C 7.582 1.265 -2.053
C 6.367 0.657 -1.779
H 5.172 0.403 -4.946
H 7.340 1.496 -5.421
H 8.874 2.051 -3.578
H 8.256 1.506 -1.243
H 6.090 0.420 -0.762
O -9.146 -10.662 1.217
N -8.879 -9.974 0.251
O -9.244 -10.207 -0.884
C -8.055 -8.775 0.472
C -7.597 -8.501 1.747
C -6.806 -7.380 1.946
C -6.486 -6.548 0.879
C -6.965 -6.840 -0.392
C -7.754 -7.960 -0.603
H -7.848 -9.149 2.574
H -6.436 -7.154 2.937
H -5.867 -5.673 1.034
H -6.718 -6.193 -1.223
H -8.125 -8.191 -1.590
O 10.679 2.475 -7.117
N 9.605 3.038 -7.163
O 8.950 3.356 -6.188
C 9.052 3.353 -8.489
C 9.756 2.972 -9.617
C 9.222 3.254 -10.863
C 8.002 3.911 -10.966
C 7.314 4.293 -9.822
C 7.839 4.013 -8.571
H 10.703 2.461 -9.529
H 9.756 2.959 -11.755
H 7.586 4.126 -11.942
H 6.367 4.807 -9.904
H 7.309 4.305 -7.676
*
```

HOMO: -8.175 eV
SMILES: CC(C)(C)CC(C)(C)c1ccc(OCCOCCc2ccc3c(c2)C(=O)C=CC3=O)cc1.O=[N+]([O-])c1ccccc1.O=[N+]([O-])c1ccccc1.O=[N+]([O-])c1ccccc1
LUMO energy: -1.1 eV



2.
Computed, not measured: a 16-piece molecular cluster, C46H50Cl20N6O12 overall in a non-equilibrium geometry, with the ωB97M-V functional and the def2-TZVPD basis.

The geometry in ORCA input format:
```
! RIJCOSX wB97M-V def2-TZVPD def2/J DEFGRID3
* xyz 0 1
C -4.280 1.460 -0.560
C -3.508 0.321 -0.764
C -3.196 0.021 -2.107
C -3.751 0.698 -3.095
C -4.564 1.834 -2.895
C -4.775 2.234 -1.620
N -3.438 0.318 -4.516
O -3.915 0.972 -5.404
O -2.708 -0.663 -4.673
H -4.473 1.801 0.442
H -3.173 -0.239 0.095
H -2.569 -0.804 -2.457
H -4.894 2.398 -3.723
H -5.336 3.130 -1.466
C 5.117 -1.563 2.889
C 3.922 -1.633 2.145
C 2.893 -0.890 2.531
C 2.985 -0.114 3.724
C 4.158 -0.097 4.470
C 5.265 -0.797 4.024
N 1.887 0.737 4.135
O 0.920 0.742 3.403
O 1.912 1.304 5.205
H 5.915 -2.228 2.613
H 3.879 -2.338 1.307
H 1.956 -0.885 2.065
H 4.192 0.497 5.389
H 6.216 -0.751 4.602
C -1.622 -5.064 5.436
C -2.822 -4.830 4.719
C -2.833 -4.004 3.615
C -1.581 -3.474 3.208
C -0.389 -3.739 3.841
C -0.421 -4.529 5.000
N -1.564 -2.555 2.056
O -0.586 -1.842 1.999
O -2.436 -2.582 1.204
H -1.700 -5.620 6.365
H -3.703 -5.367 5.052
H -3.783 -3.832 3.099
H 0.452 -3.234 3.427
H 0.521 -4.557 5.531
C -1.314 -0.110 5.641
C -1.184 1.210 6.061
C -1.734 1.650 7.273
C -2.437 0.680 8.039
C -2.547 -0.625 7.660
C -1.967 -1.030 6.434
N -2.919 1.120 9.473
O -3.379 0.315 10.158
O -2.762 2.294 9.721
H -1.004 -0.327 4.628
H -0.650 1.848 5.444
H -1.674 2.675 7.621
H -3.159 -1.307 8.253
H -2.120 -2.116 6.097
C 0.343 3.474 -5.498
C 0.580 4.834 -5.746
C -0.494 5.553 -6.231
C -1.724 4.994 -6.392
C -1.882 3.641 -6.257
C -0.839 2.882 -5.855
N -2.894 5.879 -6.722
O -2.672 6.994 -7.114
O -3.997 5.422 -6.524
H 1.209 2.893 -5.217
H 1.513 5.260 -5.532
H -0.398 6.646 -6.285
H -2.786 3.093 -6.421
H -1.002 1.832 -5.709
C -2.866 -3.404 -3.000
C -1.883 -3.603 -2.047
C -0.768 -4.331 -2.426
C -0.634 -4.874 -3.707
C -1.611 -4.579 -4.669
C -2.739 -3.878 -4.302
N 0.604 -5.562 -4.073
O 0.874 -5.599 -5.253
O 1.237 -6.073 -3.157
H -3.771 -2.913 -2.642
H -1.995 -3.207 -1.001
H 0.029 -4.606 -1.724
H -1.447 -4.915 -5.699
H -3.585 -3.660 -5.029
C -0.510 3.719 2.578
Cl -0.948 4.269 4.195
Cl -1.605 2.547 1.889
H -0.530 4.599 1.945
H 0.480 3.254 2.628
C 5.093 1.703 1.189
Cl 4.109 2.886 2.029
Cl 5.941 2.450 -0.172
H 5.891 1.388 1.885
H 4.481 0.893 0.829
C 2.817 -5.763 -0.154
Cl 2.341 -4.146 0.227
Cl 4.624 -5.954 -0.095
H 2.450 -6.349 0.671
H 2.482 -6.116 -1.114
C 0.632 -1.342 -4.538
Cl 2.004 -2.402 -4.145
Cl 1.018 0.127 -5.377
H 0.048 -1.913 -5.249
H 0.077 -1.076 -3.616
C -0.932 4.864 -2.510
Cl -0.568 5.912 -1.128
Cl -1.615 3.252 -2.050
H -1.646 5.301 -3.168
H -0.038 4.657 -3.056
C 4.223 5.063 -1.983
Cl 2.831 5.818 -1.209
Cl 4.507 5.751 -3.584
H 5.127 5.227 -1.379
H 4.001 3.999 -1.992
C 4.711 0.585 -4.288
Cl 6.462 0.597 -4.112
Cl 3.994 2.229 -4.221
H 4.470 0.139 -5.258
H 4.328 -0.001 -3.451
C 5.129 -2.863 -1.836
Cl 5.981 -2.850 -3.372
Cl 5.168 -1.182 -1.135
H 4.089 -2.975 -2.088
H 5.628 -3.527 -1.197
C -4.402 1.279 4.139
Cl -5.481 1.008 5.447
Cl -4.124 -0.223 3.041
H -4.785 2.003 3.460
H -3.442 1.527 4.510
C 0.617 0.617 -0.224
Cl 0.814 -1.067 -0.883
Cl 1.804 1.788 -0.975
H -0.363 0.951 -0.481
H 0.892 0.639 0.792
*
```

HOMO: -9.886 eV
LUMO energy: -1.2 eV



Q: Which E_tot values were calculated for the entries above? A: -2698.62527, -12217.53270, in Ha.
Q: Which frontier orbital gap values were calculated for the entries above? A: 0.259, 0.320, in Ha.